1.
{"formula": "C43H41Cl4N2O7SnTe", "method": "ωB97M-V/def2-TZVPD", "total_energy_ev": -125785.88022, "multiplicity": 2, "charge": -2, "lumo_ev": [3.901, 3.803], "orbital_gap_ev": [6.13, 6.03], "elements": ["Sn", "O", "C", "O", "C", "C", "C", "C", "C", "O", "C", "C", "O", "O", "H", "H", "H", "H", "H", "H", "H", "H", "Cl", "C", "C", "C", "Cl", "C", "C", "C", "C", "N", "C", "C", "O", "H", "H", "H", "H", "C", "C", "C", "C", "C", "C", "Te", "N", "C", "O", "C", "C", "C", "C", "C", "C", "C", "C", "C", "C", "C", "C", "C", "C", "C", "C", "C", "C", "H", "H", "H", "H", "H", "H", "H", "H", "H", "H", "H", "H", "H", "H", "H", "H", "H", "H", "H", "H", "H", "H", "H", "H", "H", "H", "H", "Cl", "C", "Cl", "H", "H"], "coordinates": [[-0.07968, 0.19794, 0.22611], [1.72042, 4.06758, 1.27347], [1.30472, 3.14413, 0.59195], [0.67668, 2.12011, 1.06581], [1.47217, 3.21500, -0.93275], [2.43297, 2.08651, -1.40166], [2.99857, 2.18408, -2.84081], [2.53990, 0.87831, -3.52817], [1.37127, 0.45168, -2.64498], [1.88289, 0.75856, -1.33252], [0.21441, 1.42404, -2.91023], [-1.82300, 1.68286, -1.36735], [-2.64997, 2.54807, -1.52309], [-1.98227, 0.52623, -0.80981], [1.99833, 4.15424, -1.12681], [3.25484, 2.08639, -0.67785], [4.08542, 2.26384, -2.82002], [2.61868, 3.06927, -3.35095], [3.32302, 0.12108, -3.50092], [2.23218, 1.02795, -4.56205], [1.10125, -0.60169, -2.69512], [0.76585, 2.30453, -3.23792], [-2.69694, -1.36118, -6.32551], [-2.13868, 0.11525, -5.58390], [-2.66638, 1.30598, -6.01591], [-2.24277, 2.50383, -5.45971], [-2.95940, 3.98208, -6.07860], [-1.28459, 2.51908, -4.44482], [-0.79712, 3.80186, -3.90660], [-0.17854, 4.11074, -2.75513], [0.03271, 3.28423, -1.50927], [-0.40896, 1.91192, -1.65208], [-0.76438, 1.28821, -4.02229], [-1.16222, 0.00552, -4.53254], [-0.68622, -1.07276, -4.12010], [-3.41429, 1.30870, -6.79716], [-0.94546, 4.63381, -4.58667], [0.12766, 5.14687, -2.63579], [-0.59912, 3.76332, -0.74927], [-7.32446, 1.22778, 5.60852], [-6.17693, 0.57684, 4.88306], [-5.49111, -0.49221, 5.43689], [-4.41308, -1.08845, 4.78422], [-3.74450, -2.26284, 5.43566], [-3.99769, -0.58902, 3.54782], [-2.19532, -1.38923, 2.43608], [-0.55163, -2.65044, 1.70390], [-0.78826, -3.91439, 1.45984], [-1.72837, -4.62405, 1.87396], [0.29690, -4.58543, 0.60884], [1.34836, -3.89330, 0.01650], [2.29513, -4.56072, -0.74409], [2.19947, -5.93349, -0.92793], [1.14884, -6.62925, -0.34999], [0.20468, -5.95835, 0.41069], [-0.95929, -0.98244, 4.12903], [-0.66904, 0.34005, 4.47571], [-1.22287, 1.52883, 3.74617], [0.20101, 0.59483, 5.53446], [0.76620, -0.42362, 6.27962], [1.71258, -0.13325, 7.41069], [0.43318, -1.72974, 5.94874], [-0.40791, -2.03277, 4.88134], [-0.67434, -3.49033, 4.63640], [-4.71207, 0.45586, 2.94691], [-4.37994, 1.01533, 1.58978], [-5.78249, 1.02758, 3.63299], [-7.59091, 0.66606, 6.50419], [-8.20985, 1.29210, 4.97321], [-7.06983, 2.24508, 5.91557], [-5.80594, -0.88399, 6.39979], [-4.38681, -2.68545, 6.20989], [-2.80044, -1.97222, 5.89777], [-3.52282, -3.03955, 4.70356], [1.41243, -2.81792, 0.13120], [3.10149, -4.00260, -1.20319], [2.93287, -6.45517, -1.53113], [1.05950, -7.69938, -0.50170], [-0.63060, -6.47371, 0.86598], [-2.15950, 1.30518, 3.24233], [-0.50481, 1.88597, 3.00373], [-1.40478, 2.34375, 4.44869], [0.43925, 1.62585, 5.77018], [1.82448, 0.94005, 7.55966], [2.70267, -0.54783, 7.20966], [1.35827, -0.57207, 8.34543], [0.84269, -2.54790, 6.53362], [-0.87494, -3.98825, 5.58862], [0.20192, -3.96479, 4.18794], [-1.50311, -3.67636, 3.95747], [-3.87434, 0.31101, 0.93307], [-3.72491, 1.88726, 1.66927], [-5.29141, 1.34339, 1.08975], [-6.32649, 1.84316, 3.16556], [3.87063, -2.88733, 2.65668], [2.45252, -1.85215, 2.92879], [2.68465, -0.21881, 2.28914], [2.29555, -1.77864, 3.99942], [1.59141, -2.29994, 2.43380]], "atomic_forces_ev_per_a": [[0.2, 0.3, -0.4], [0.2, 0.1, 0.2], [0.0, 0.2, -0.2], [-0.3, -0.5, 0.0], [0.1, 0.1, 0.0], [0.1, 0.0, 0.1], [0.0, 0.0, 0.0], [-0.1, -0.1, 0.0], [-0.1, -0.1, -0.1], [0.0, -0.1, 0.0], [0.1, 0.1, -0.2], [0.0, -0.1, 0.0], [-0.1, 0.2, -0.1], [0.1, 0.0, 0.1], [0.0, 0.0, 0.0], [-0.1, 0.0, -0.1], [0.0, 0.0, 0.0], [0.0, 0.0, 0.0], [0.0, 0.0, 0.0], [0.0, 0.0, 0.0], [0.0, 0.1, 0.1], [0.0, -0.1, 0.1], [0.0, -0.1, 0.0], [0.0, -0.1, 0.1], [0.0, 0.1, 0.0], [0.0, 0.0, 0.0], [-0.1, 0.1, 0.0], [-0.1, -0.1, -0.1], [0.1, 0.2, 0.0], [0.0, 0.1, -0.1], [-0.2, 0.1, 0.2], [-0.1, -0.2, 0.2], [-0.1, -0.1, 0.2], [0.0, 0.3, -0.2], [0.1, -0.3, 0.1], [0.0, 0.0, 0.0], [0.0, 0.0, 0.0], [0.0, 0.0, 0.0], [0.1, -0.1, 0.0], [0.0, 0.0, 0.0], [0.0, 0.0, 0.0], [0.0, 0.0, 0.0], [-0.1, 0.1, 0.0], [0.0, -0.1, 0.0], [0.2, 0.1, -0.2], [-0.2, 0.0, 0.4], [0.3, 0.3, -0.2], [0.1, -0.4, 0.1], [-0.1, -0.2, -0.2], [-0.1, -0.1, 0.0], [-0.1, 0.1, 0.0], [0.0, 0.0, 0.0], [0.1, 0.1, 0.0], [0.0, -0.1, 0.0], [0.0, 0.0, 0.1], [-0.1, -0.2, 0.0], [0.0, 0.0, 0.0], [0.0, 0.1, 0.0], [0.0, 0.0, 0.0], [0.0, 0.0, 0.0], [0.0, 0.0, 0.0], [0.0, 0.1, 0.0], [0.0, 0.0, 0.1], [-0.1, -0.1, 0.0], [-0.1, 0.0, 0.1], [0.0, 0.0, -0.1], [0.0, 0.0, 0.0], [0.0, 0.0, 0.0], [0.0, 0.0, 0.0], [0.0, 0.0, 0.0], [0.0, 0.0, 0.0], [0.0, 0.0, 0.0], [0.0, 0.0, 0.0], [0.0, 0.0, 0.0], [0.0, 0.0, 0.0], [0.0, 0.0, 0.0], [0.0, 0.0, 0.0], [0.0, 0.0, 0.0], [0.0, 0.0, 0.0], [0.0, 0.0, 0.0], [0.0, 0.0, 0.0], [0.0, 0.0, 0.0], [0.0, 0.0, 0.0], [0.0, 0.0, 0.0], [0.0, 0.0, 0.0], [0.0, 0.0, 0.0], [0.0, 0.0, 0.0], [0.0, 0.0, 0.0], [0.0, 0.0, 0.0], [0.1, 0.0, 0.0], [-0.1, 0.0, 0.0], [0.0, 0.0, 0.0], [0.0, 0.0, 0.0], [0.0, 0.0, 0.0], [0.1, 0.0, 0.0], [-0.1, 0.0, 0.1], [0.0, 0.0, 0.1], [0.0, 0.0, 0.0], [0.0, 0.1, 0.0]]}

---

2.
{"formula": "C58H62N5O2", "method": "ωB97M-V/def2-TZVPD", "total_energy_ev": -72691.22482, "charge": 1, "lumo_ev": -3.456, "orbital_gap_ev": 6.29, "elements": ["C", "N", "C", "O", "C", "C", "C", "C", "C", "C", "C", "C", "N", "C", "C", "C", "C", "C", "C", "C", "C", "C", "C", "C", "C", "C", "H", "H", "H", "H", "H", "H", "H", "H", "H", "H", "H", "H", "H", "H", "H", "H", "H", "H", "H", "H", "H", "H", "H", "H", "H", "H", "H", "C", "C", "C", "C", "C", "C", "N", "C", "C", "C", "C", "C", "C", "C", "C", "C", "C", "O", "N", "C", "C", "C", "C", "C", "C", "C", "C", "C", "N", "C", "C", "C", "C", "C", "C", "C", "C", "C", "C", "H", "H", "H", "H", "H", "H", "H", "H", "H", "H", "H", "H", "H", "H", "H", "H", "H", "H", "H", "H", "H", "H", "H", "H", "H", "H", "H", "H", "H", "H", "H", "H", "H", "H", "H"], "coordinates": [[-3.46690, -4.79861, -5.38470], [-3.28613, -3.73225, -4.43388], [-4.26017, -2.78825, -4.17522], [-5.40735, -2.78776, -4.67882], [-3.69593, -1.79642, -3.14720], [-4.51547, -1.65514, -1.86749], [-5.94523, -1.15407, -1.96964], [-6.91361, -1.70034, -1.11551], [-8.26907, -1.43748, -1.32942], [-8.65810, -0.57059, -2.36482], [-7.67046, 0.15131, -3.05992], [-6.31269, -0.13096, -2.85640], [-2.36404, -2.35420, -2.86903], [-1.41556, -1.57018, -2.24975], [-0.15115, -1.94130, -1.83436], [0.99519, -0.94572, -1.67485], [2.18792, -1.53956, -2.47173], [2.95699, -0.64067, -3.22136], [4.09084, -1.08489, -3.87228], [4.59339, -2.38316, -3.66842], [5.80476, -2.76948, -4.46387], [3.93301, -3.22815, -2.76510], [2.69009, -2.84616, -2.28264], [-2.02055, -3.48890, -3.77242], [-1.65023, -4.74629, -2.96049], [-0.93837, -3.06512, -4.77500], [-4.52677, -4.97375, -5.54322], [-2.99922, -4.57029, -6.35220], [-3.01291, -5.72000, -5.00179], [-3.62990, -0.81084, -3.66174], [-4.53324, -2.62313, -1.34857], [-3.95379, -0.98961, -1.19900], [-6.57350, -2.35820, -0.30504], [-9.01219, -1.92164, -0.68504], [-9.71438, -0.43757, -2.59915], [-7.95557, 0.92903, -3.77570], [-5.52594, 0.42544, -3.38398], [-1.78328, -0.52510, -2.06543], [0.05414, -3.02634, -1.61053], [0.72986, 0.06874, -2.17306], [2.67059, 0.41518, -3.22339], [4.59674, -0.40350, -4.56456], [5.68490, -3.75315, -4.93788], [5.99700, -2.01252, -5.23390], [6.69975, -2.81990, -3.83215], [4.37725, -4.21849, -2.51382], [2.10258, -3.56245, -1.65140], [-2.47147, -4.95927, -2.25799], [-1.54489, -5.59643, -3.64411], [-0.70593, -4.63115, -2.40875], [-1.29123, -2.18841, -5.34126], [-0.00431, -2.79074, -4.26549], [-0.74589, -3.88543, -5.47458], [6.10914, -0.59295, 4.55325], [4.83983, 0.02404, 4.07454], [4.87688, 0.93173, 3.01670], [3.70597, 1.58339, 2.59832], [3.82601, 2.73090, 1.62876], [2.48906, 1.17342, 3.17112], [1.28475, 1.77831, 2.74562], [0.65244, 1.72131, 1.51630], [1.08777, 1.20532, 0.16892], [1.63513, -0.25927, -0.24152], [3.20151, 0.00479, -0.32928], [1.51354, -1.21423, 0.96925], [0.38079, -1.25146, 1.73959], [0.20276, -2.22325, 2.71821], [1.25347, -3.08133, 3.06137], [2.48346, -2.93963, 2.40286], [2.60136, -2.05497, 1.32765], [1.16837, 2.01672, -0.75477], [-0.29388, 2.67058, 1.59354], [-1.10782, 3.22399, 0.58508], [-1.94714, 2.37920, -0.16067], [-2.14623, 0.92683, 0.17083], [-2.61599, 2.94043, -1.25251], [-2.50450, 4.30243, -1.52731], [-3.23308, 4.89870, -2.68090], [-1.71901, 5.12077, -0.71740], [-1.02780, 4.61313, 0.38206], [-0.19509, 5.54283, 1.21493], [-0.38997, 3.23126, 2.84493], [0.61940, 2.75071, 3.51840], [0.99469, 3.27418, 4.83958], [-0.09785, 3.65159, 5.65033], [0.12060, 4.07346, 6.96471], [1.43459, 4.14464, 7.46016], [2.52787, 3.95273, 6.59660], [2.30935, 3.49198, 5.30253], [2.43154, 0.30241, 4.26365], [1.18324, -0.01807, 5.04095], [3.62597, -0.30290, 4.67226], [5.93081, -1.18320, 5.45314], [6.54990, -1.23105, 3.78032], [6.83658, 0.18867, 4.79175], [5.82716, 1.19042, 2.54710], [3.66397, 3.70718, 2.12555], [4.85938, 2.72999, 1.23493], [3.13444, 2.64734, 0.77322], [3.62418, -0.89144, -0.80795], [3.44848, 0.88188, -0.95230], [3.69738, 0.12382, 0.67058], [-0.41779, -0.50242, 1.51758], [-0.74992, -2.25348, 3.24893], [1.18028, -3.71950, 3.93300], [3.37265, -3.50128, 2.69939], [3.54596, -2.04554, 0.74654], [-3.10901, 0.58669, -0.24016], [-1.35979, 0.29439, -0.27168], [-2.15987, 0.73916, 1.25448], [-3.21599, 2.29099, -1.89570], [-3.29143, 5.98238, -2.56564], [-2.72090, 4.67801, -3.62110], [-4.24370, 4.48999, -2.74248], [-1.62556, 6.18709, -0.92773], [-0.51763, 6.56984, 0.98702], [-0.32003, 5.38114, 2.29448], [0.87894, 5.48261, 0.97656], [-1.09588, 3.56386, 5.23369], [-0.74459, 4.35552, 7.58235], [1.60725, 4.39976, 8.51156], [3.55482, 4.17941, 6.92666], [3.14982, 3.29479, 4.62480], [1.28675, -1.03891, 5.44100], [1.05960, 0.64546, 5.91581], [0.26088, 0.01004, 4.44490], [3.58219, -1.01351, 5.49882]], "atomic_forces_ev_per_a": [[0.3, -0.3, -0.3], [-1.0, 1.2, 0.3], [-1.9, -0.9, -1.0], [2.9, 0.2, 1.3], [0.1, 0.0, -0.6], [-0.2, 0.0, 0.7], [0.0, 0.3, 0.0], [0.1, 0.0, -0.4], [0.1, 0.2, -0.1], [0.6, 0.1, 0.3], [0.0, -0.2, 0.1], [-0.3, -0.3, 0.2], [-0.1, 0.1, 0.1], [0.9, 0.2, 0.5], [-1.3, 0.0, 1.1], [0.6, 2.2, -0.7], [0.3, 0.6, 0.6], [-0.5, -0.4, 0.3], [0.2, -0.2, -0.2], [-0.2, 0.8, -0.1], [0.4, -0.3, 0.1], [0.3, -0.4, -0.7], [-1.0, 0.0, 1.2], [0.4, 0.1, 0.7], [0.0, 0.1, 0.0], [0.0, 0.0, 0.0], [-0.1, 0.2, 0.1], [-0.1, 0.0, 0.2], [-0.2, 0.2, -0.1], [0.1, -0.4, 0.2], [0.1, 0.1, -0.2], [0.0, -0.1, -0.1], [-0.3, 0.1, -0.4], [0.2, 0.2, -0.4], [0.3, 0.1, 0.1], [0.1, -0.4, 0.2], [-0.5, -0.3, 0.0], [0.6, -0.8, -0.7], [-0.1, 1.4, -0.7], [0.2, -1.8, 0.4], [0.0, -0.4, -0.3], [0.0, -0.3, 0.3], [0.0, 0.3, 0.1], [0.0, -0.3, 0.1], [-0.1, 0.0, -0.1], [-0.6, 0.8, -0.3], [0.7, 0.7, -0.6], [0.4, 0.1, -0.2], [0.1, 0.1, 0.2], [-0.4, 0.0, -0.3], [0.1, -0.3, 0.1], [-0.3, -0.2, -0.2], [0.1, 0.1, 0.1], [0.3, -0.1, 0.2], [-0.2, -0.3, -0.2], [-0.8, 0.5, 0.2], [0.4, -0.4, 0.2], [0.1, 0.0, -0.4], [1.0, -0.5, 0.5], [-1.3, 1.2, -0.5], [0.2, 2.1, 1.5], [1.3, -1.2, -4.0], [0.4, -0.6, 2.6], [-0.1, 0.2, -0.5], [1.4, -0.2, -0.7], [-1.3, 0.2, -0.3], [0.1, -0.1, 0.5], [0.3, 0.9, 0.0], [-0.2, 0.2, -0.4], [-0.2, -0.3, -0.2], [-0.7, -0.6, 2.2], [0.1, -0.7, 1.5], [-1.0, 0.2, -0.9], [0.1, 0.5, -0.3], [0.0, -0.2, 0.0], [0.3, 0.0, 0.5], [0.2, 0.0, 0.0], [-0.2, 0.1, -0.3], [0.0, -0.3, 0.4], [0.1, -0.5, -0.5], [0.1, 0.6, 0.2], [0.6, -0.6, -0.7], [0.5, -0.5, -1.1], [-0.3, 0.2, 0.9], [0.7, -0.2, 0.2], [0.2, -0.1, -0.1], [-0.1, 0.3, -0.3], [-0.2, 0.0, 0.2], [-0.2, -0.3, -0.7], [0.3, -0.5, -0.1], [-0.3, -0.3, 0.2], [-0.2, 0.6, -0.1], [0.1, 0.0, -0.1], [0.0, 0.0, 0.1], [0.0, -0.1, 0.0], [-0.2, 0.0, 0.2], [0.0, -0.4, -0.2], [-0.6, 0.1, 0.1], [0.3, 0.2, 0.3], [0.1, 0.6, 0.2], [-0.2, -0.4, 0.2], [-0.8, 0.0, -0.9], [0.5, -1.0, 0.3], [0.3, -0.1, 0.0], [-0.2, -0.2, -0.2], [-0.4, 0.0, 0.0], [-0.9, 0.0, 0.7], [0.4, 0.1, 0.2], [-0.2, 0.1, 0.2], [0.0, 0.1, -0.3], [0.0, 0.3, 0.3], [-0.1, -0.1, -0.1], [0.0, 0.0, 0.0], [0.0, 0.1, -0.1], [-0.2, -0.3, 0.0], [0.2, -0.3, 0.1], [0.0, 0.1, -0.5], [-0.3, -0.1, 0.0], [0.1, 0.0, 0.2], [0.6, -0.3, -0.2], [-0.1, 0.0, -0.5], [-0.7, -0.3, -0.1], [-0.3, 0.1, 0.4], [-0.2, 0.3, -0.2], [0.1, -0.1, -0.4], [0.3, 0.1, 0.1], [0.1, 0.2, -0.2]]}